Run A
{"formula": "C22H14F5N2O3SW", "method": "ωB97M-V with the def2-TZVPD basis set", "homo_energy_ev": [-11.398, -11.372], "lumo_ev": [-4.805, -4.948], "charge": 1, "symbols": ["W", "O", "C", "C", "C", "C", "C", "C", "C", "N", "C", "C", "N", "C", "C", "C", "C", "C", "C", "C", "O", "H", "H", "H", "H", "H", "H", "H", "H", "H", "H", "H", "H", "H", "H", "F", "C", "C", "F", "C", "F", "C", "S", "C", "F", "C", "F", "O"], "positions_angstrom": [[-0.005, 0.455, -0.585], [1.777, -0.287, -0.441], [2.681, 0.464, 0.257], [3.977, 0.656, -0.198], [4.819, 1.481, 0.530], [4.384, 2.113, 1.693], [3.093, 1.918, 2.154], [2.238, 1.093, 1.433], [0.866, 0.660, 1.802], [-0.281, 1.240, 1.685], [-0.438, 2.681, 1.418], [-0.461, 3.006, -0.082], [-1.132, 2.114, -1.053], [-2.153, 1.263, -1.120], [-2.385, 0.566, -2.413], [-3.642, 0.385, -2.981], [-3.747, -0.207, -4.224], [-2.602, -0.598, -4.912], [-1.344, -0.424, -4.366], [-1.235, 0.136, -3.100], [-0.025, 0.224, -2.488], [4.302, 0.164, -1.104], [5.832, 1.636, 0.186], [5.062, 2.746, 2.248], [2.761, 2.380, 3.074], [0.779, -0.399, 2.075], [0.373, 3.266, 1.855], [-1.375, 2.966, 1.891], [0.578, 3.043, -0.451], [-0.824, 4.026, -0.226], [-3.634, 0.433, -0.218], [-4.531, 0.731, -2.468], [-4.723, -0.350, -4.667], [-2.688, -1.055, -5.888], [-0.452, -0.743, -4.888], [0.494, -4.831, 4.253], [0.149, -4.062, 3.237], [1.037, -3.852, 2.195], [2.228, -4.431, 2.209], [0.665, -3.047, 1.132], [1.510, -2.897, 0.126], [-0.581, -2.432, 1.085], [-1.151, -1.464, -0.277], [-1.459, -2.670, 2.142], [-2.664, -2.103, 2.152], [-1.107, -3.473, 3.209], [-1.958, -3.680, 4.207], [-3.007, 1.161, -0.098]], "nbo_charge": [1.53, -0.66, 0.27, -0.19, -0.17, -0.21, -0.17, -0.24, 0.17, -0.45, -0.28, -0.28, -0.57, 0.53, -0.23, -0.17, -0.21, -0.16, -0.25, 0.38, -0.64, 0.24, 0.24, 0.24, 0.23, 0.23, 0.23, 0.24, 0.22, 0.28, 0.52, 0.22, 0.24, 0.23, 0.24, -0.26, 0.30, 0.31, -0.28, 0.33, -0.28, -0.35, 0.16, 0.36, -0.29, 0.27, -0.27, -0.63]}

=====

Run B
{"formula": "C22H14F5N2O3SW", "method": "ωB97M-V with the def2-TZVPD basis set", "homo_energy_ev": -11.110, "lumo_ev": -5.240, "charge": 1, "symbols": ["W", "O", "C", "C", "C", "C", "C", "C", "C", "N", "C", "C", "N", "C", "C", "C", "C", "C", "C", "C", "O", "H", "H", "H", "H", "H", "H", "H", "H", "H", "H", "H", "H", "H", "H", "F", "C", "C", "F", "C", "F", "C", "S", "C", "F", "C", "F", "O"], "positions_angstrom": [[0.358, 0.670, 0.693], [1.667, 1.283, -0.686], [2.850, 0.630, -0.714], [3.457, 0.206, -1.896], [4.653, -0.468, -1.897], [5.313, -0.759, -0.704], [4.743, -0.364, 0.482], [3.514, 0.297, 0.470], [2.972, 0.748, 1.751], [1.872, 0.296, 2.238], [1.480, 0.912, 3.521], [0.173, 0.138, 3.825], [-0.341, -0.296, 2.498], [-1.284, -1.160, 2.552], [-2.203, -1.447, 1.511], [-2.923, -2.648, 1.574], [-3.922, -2.907, 0.676], [-4.220, -1.936, -0.282], [-3.531, -0.750, -0.337], [-2.498, -0.437, 0.554], [-1.817, 0.707, 0.541], [2.959, 0.425, -2.832], [5.078, -0.771, -2.843], [6.254, -1.288, -0.709], [5.227, -0.578, 1.427], [3.583, 1.495, 2.261], [1.272, 1.966, 3.379], [2.246, 0.776, 4.278], [-0.555, 0.766, 4.330], [0.382, -0.744, 4.426], [-1.483, -1.680, 3.487], [-2.680, -3.372, 2.343], [-4.476, -3.834, 0.716], [-5.008, -2.108, -1.003], [-3.791, -0.014, -1.091], [-2.692, 3.048, -4.742], [-2.164, 2.157, -3.915], [-1.582, 2.575, -2.728], [-1.543, 3.863, -2.413], [-1.048, 1.625, -1.894], [-0.443, 2.062, -0.722], [-1.045, 0.266, -2.174], [-0.364, -0.927, -1.071], [-1.633, -0.123, -3.364], [-1.676, -1.412, -3.693], [-2.188, 0.808, -4.230], [-2.746, 0.409, -5.365], [-0.198, 1.893, 1.770]], "nbo_charge": [2.08, -0.68, 0.30, -0.24, -0.15, -0.21, -0.17, -0.17, 0.29, -0.48, -0.26, -0.23, -0.50, 0.24, -0.27, -0.12, -0.25, -0.14, -0.24, 0.39, -0.69, 0.24, 0.24, 0.24, 0.23, 0.22, 0.24, 0.23, 0.24, 0.22, 0.20, 0.22, 0.23, 0.23, 0.22, -0.26, 0.29, 0.30, -0.27, 0.31, -0.27, -0.28, -0.07, 0.38, -0.28, 0.28, -0.27, -0.57]}

=====

Most stable = run B

=====

Run A
{"formula": "C5H22NO6", "method": "ωB97M-V with the def2-TZVPD basis set", "homo_energy_ev": -5.928, "lumo_ev": 3.393, "charge": -1, "symbols": ["C", "O", "C", "C", "C", "C", "N", "H", "H", "H", "H", "H", "H", "H", "H", "H", "H", "H", "H", "H", "H", "O", "H", "H", "O", "H", "H", "O", "H", "H", "O", "H", "H", "O"], "positions_angstrom": [[1.748, -0.438, -2.114], [1.614, 0.843, -1.662], [1.936, -1.533, -0.913], [1.890, -0.877, 0.510], [0.436, -0.386, 0.831], [0.099, 0.981, 2.835], [-0.029, -0.384, 2.230], [0.907, -0.815, -2.718], [2.652, -0.465, -2.700], [2.902, -1.999, -1.200], [1.087, -2.180, -1.020], [2.175, -1.642, 1.285], [2.669, -0.090, 0.538], [-0.169, -1.043, 0.204], [0.307, 0.671, 0.442], [-0.784, 1.239, 3.405], [0.048, 1.807, 2.054], [1.050, 1.038, 3.318], [0.364, -1.077, 2.819], [-2.396, -0.315, -2.850], [-1.769, 0.399, -1.613], [-2.503, -0.268, -1.913], [-3.294, -0.159, -0.096], [-2.478, 0.229, 1.053], [-3.367, -0.124, 0.861], [-0.466, 1.917, -2.326], [0.645, 1.107, -1.457], [-0.781, 1.578, -1.506], [-1.918, -2.473, 0.488], [-0.792, -2.636, 1.410], [-1.402, -3.165, 0.927], [-0.538, 2.957, -0.919], [0.532, 3.581, -0.002], [-0.377, 3.724, -0.199]], "nbo_charge": [-0.04, -0.80, -0.44, -0.42, -0.25, -0.43, -0.66, 0.14, 0.14, 0.19, 0.20, 0.18, 0.21, 0.18, 0.24, 0.20, 0.22, 0.17, 0.35, 0.46, 0.52, -1.05, 0.49, 0.47, -0.97, 0.44, 0.50, -1.16, 0.49, 0.46, -0.95, 0.50, 0.44, -1.03]}

=====

Run B
{"formula": "C5H22NO6", "method": "ωB97M-V with the def2-TZVPD basis set", "homo_energy_ev": -5.281, "lumo_ev": 3.307, "charge": -1, "symbols": ["C", "C", "C", "C", "N", "C", "O", "H", "H", "H", "H", "H", "H", "H", "H", "H", "H", "H", "H", "H", "H", "O", "H", "H", "O", "H", "H", "O", "H", "H", "O", "H", "H", "O"], "positions_angstrom": [[-0.847, 1.890, 2.122], [0.193, 0.746, 1.855], [-0.413, -0.661, 2.130], [0.594, -1.770, 2.706], [0.749, 0.961, 0.579], [2.176, 0.851, 0.297], [2.583, -0.447, 0.148], [-0.961, 2.156, 3.216], [-0.475, 2.843, 1.670], [-1.884, 1.708, 1.893], [1.112, 0.985, 2.569], [-1.215, -0.748, 2.736], [-0.848, -1.012, 1.121], [0.100, -2.555, 3.128], [1.296, -1.304, 3.494], [1.302, -2.191, 1.942], [0.213, 0.449, -0.168], [2.280, 1.501, -0.600], [2.803, 1.155, 1.197], [0.271, -0.892, -3.092], [-1.025, -0.228, -3.165], [-0.339, -0.381, -3.765], [0.504, 1.075, -3.567], [0.576, 1.564, -2.151], [0.893, 1.847, -3.038], [1.040, -2.353, -1.986], [2.036, -0.959, -0.603], [0.974, -1.399, -1.696], [-1.479, -1.848, -1.235], [-0.284, -0.928, -1.334], [-1.445, -0.908, -1.251], [-3.674, 0.876, -1.169], [-3.078, -0.348, -1.966], [-3.726, 0.324, -2.019]], "nbo_charge": [-0.61, -0.03, -0.43, -0.60, -0.69, 0.11, -0.81, 0.18, 0.22, 0.20, 0.17, 0.19, 0.23, 0.18, 0.19, 0.22, 0.37, 0.16, 0.15, 0.50, 0.48, -1.00, 0.50, 0.45, -0.99, 0.46, 0.52, -1.16, 0.45, 0.50, -1.09, 0.47, 0.50, -0.98]}

=====

Most stable = run A

=====

Run A
{"formula": "C15H20N2O4S", "method": "ωB97M-V with the def2-TZVPD basis set", "homo_energy_ev": -8.182, "smiles": "CCCS(=O)(=O)NCCc1cc2ccc(OC)cc2[nH]c1=O", "lumo_ev": 0.412, "symbols": ["C", "H", "H", "H", "C", "C", "H", "H", "S", "O", "O", "N", "H", "C", "H", "C", "C", "C", "C", "C", "C", "C", "C", "C", "N", "C", "O", "H", "H", "O", "C", "H", "H", "H", "H", "H", "H", "H", "H", "H", "H", "H"], "positions_angstrom": [[4.145, -1.363, 4.102], [4.649, -2.324, 4.168], [3.103, -1.489, 4.380], [4.611, -0.682, 4.812], [4.246, -0.807, 2.687], [3.458, 0.478, 2.524], [3.598, 1.160, 3.359], [3.678, 0.988, 1.591], [1.679, 0.136, 2.431], [1.021, 1.359, 2.052], [1.221, -0.528, 3.616], [1.625, -0.929, 1.129], [1.293, -0.423, 0.319], [0.898, -2.167, 1.328], [1.273, -2.601, 2.256], [-0.622, -1.967, 1.442], [-1.164, -1.313, 0.209], [-1.279, 0.030, 0.085], [-1.766, 0.636, -1.112], [-1.894, 2.018, -1.275], [-2.379, 2.557, -2.444], [-2.757, 1.717, -3.499], [-2.632, 0.340, -3.360], [-2.140, -0.205, -2.180], [-2.001, -1.557, -2.023], [-1.516, -2.196, -0.900], [-1.408, -3.411, -0.892], [-2.264, -2.161, -2.793], [-2.924, -0.295, -4.182], [-3.249, 2.145, -4.689], [-3.414, 3.527, -4.900], [-4.116, 3.963, -4.182], [-3.823, 3.623, -5.905], [-2.459, 4.059, -4.847], [-2.466, 3.627, -2.535], [-1.600, 2.663, -0.461], [-0.995, 0.678, 0.904], [-1.086, -2.947, 1.561], [-0.821, -1.352, 2.320], [1.127, -2.835, 0.494], [3.858, -1.534, 1.972], [5.295, -0.619, 2.441]], "nbo_charge": [-0.62, 0.21, 0.23, 0.20, -0.42, -0.64, 0.24, 0.24, 2.29, -0.96, -0.95, -0.88, 0.41, -0.22, 0.22, -0.45, -0.13, -0.13, -0.19, -0.14, -0.29, 0.33, -0.32, 0.28, -0.58, 0.63, -0.63, 0.41, 0.22, -0.49, -0.25, 0.18, 0.20, 0.18, 0.22, 0.22, 0.24, 0.24, 0.23, 0.22, 0.22, 0.21]}

=====

Run B
{"formula": "C15H20N2O4S", "method": "ωB97M-V with the def2-TZVPD basis set", "homo_energy_ev": -8.615, "smiles": "COC(=O)[C@H](CCSC)NC(=O)Nc1ccc(C(C)=O)cc1", "lumo_ev": 0.207, "symbols": ["C", "H", "H", "H", "O", "C", "O", "C", "N", "C", "O", "N", "C", "C", "C", "C", "C", "C", "H", "H", "C", "O", "C", "H", "H", "H", "H", "H", "H", "H", "C", "C", "H", "H", "S", "C", "H", "H", "H", "H", "H", "H"], "positions_angstrom": [[2.609, 3.817, -0.499], [1.785, 4.427, -0.139], [2.697, 3.888, -1.585], [3.550, 4.139, -0.049], [2.312, 2.480, -0.115], [3.227, 1.563, -0.429], [4.238, 1.801, -1.034], [2.834, 0.173, 0.063], [1.492, 0.149, 0.576], [1.239, -0.384, 1.802], [2.107, -0.710, 2.584], [-0.093, -0.549, 2.126], [-1.235, -0.210, 1.415], [-2.346, -1.055, 1.476], [-3.494, -0.745, 0.785], [-3.584, 0.421, 0.019], [-2.487, 1.282, -0.006], [-1.332, 0.977, 0.684], [-0.512, 1.679, 0.690], [-2.530, 2.208, -0.557], [-4.848, 0.676, -0.708], [-5.788, -0.085, -0.631], [-4.917, 1.926, -1.555], [-5.886, 1.971, -2.045], [-4.790, 2.807, -0.931], [-4.132, 1.914, -2.309], [-4.351, -1.401, 0.816], [-2.289, -1.961, 2.061], [-0.226, -1.173, 2.911], [0.742, 0.171, -0.098], [3.057, -0.850, -1.063], [2.659, -2.258, -0.642], [3.132, -3.008, -1.275], [2.932, -2.442, 0.396], [0.857, -2.555, -0.736], [0.697, -2.922, -2.507], [1.052, -2.082, -3.096], [-0.359, -3.085, -2.695], [1.260, -3.821, -2.744], [4.114, -0.827, -1.333], [2.484, -0.547, -1.944], [3.489, -0.073, 0.911]], "nbo_charge": [-0.26, 0.20, 0.19, 0.20, -0.50, 0.79, -0.60, -0.16, -0.64, 0.80, -0.65, -0.63, 0.17, -0.24, -0.13, -0.20, -0.17, -0.23, 0.22, 0.22, 0.58, -0.54, -0.72, 0.24, 0.23, 0.23, 0.24, 0.22, 0.42, 0.42, -0.41, -0.53, 0.22, 0.24, 0.16, -0.74, 0.21, 0.23, 0.21, 0.24, 0.20, 0.27]}

=====

Most stable = run B

=====

Run A
{"formula": "C4H6N2O3S", "method": "ωB97M-V with the def2-TZVPD basis set", "homo_energy_ev": -8.231, "lumo_ev": -1.241, "symbols": ["C", "C", "C", "C", "N", "N", "O", "O", "O", "S", "H", "H", "H", "H", "H", "H"], "positions_angstrom": [[-0.801, -0.217, 0.828], [0.606, 0.105, -0.622], [-3.114, -0.452, 0.985], [2.182, 1.565, -1.511], [-0.344, -1.210, 1.444], [0.801, -1.766, 1.213], [2.652, -1.762, -0.554], [-1.961, 0.351, 0.724], [0.866, 1.292, -1.039], [1.791, -0.908, 0.246], [-3.970, 0.147, 0.689], [-3.167, -0.687, 2.049], [-3.080, -1.382, 0.417], [2.488, 0.842, -2.268], [2.884, 1.510, -0.673], [2.166, 2.570, -1.929]], "nbo_charge": [0.52, 0.04, -0.26, -0.27, -0.29, -0.55, -0.91, -0.49, -0.45, 1.45, 0.20, 0.20, 0.19, 0.21, 0.20, 0.21]}

=====

Run B
{"formula": "C4H6N2O3S", "method": "ωB97M-V with the def2-TZVPD basis set", "homo_energy_ev": -9.656, "smiles": "NC(=O)O/N=C1/COCS1", "lumo_ev": 0.314, "symbols": ["O", "N", "O", "O", "S", "C", "C", "N", "C", "C", "H", "H", "H", "H", "H", "H"], "positions_angstrom": [[0.512, 3.489, -1.143], [0.522, 1.578, 1.746], [0.994, 2.724, 1.027], [1.053, -1.892, 1.151], [2.500, 0.141, 0.545], [0.224, 2.846, -0.153], [1.097, 0.467, 1.510], [-0.944, 2.204, -0.406], [1.760, -1.425, 0.026], [0.333, -0.820, 1.793], [-1.542, 2.439, -1.252], [-1.346, 1.906, 0.449], [1.094, -1.357, -0.799], [2.692, -2.167, -0.183], [-0.659, -0.555, 1.328], [0.177, -1.113, 2.829]], "nbo_charge": [-0.62, -0.20, -0.37, -0.51, 0.28, 0.87, 0.07, -0.86, -0.20, -0.12, 0.43, 0.38, 0.19, 0.22, 0.20, 0.23]}

=====

Most stable = run B